[1]
{"formula": "C9H23FInN2O2", "method": "ωB97M-V/def2-TZVPD", "elements": ["F", "C", "C", "C", "In", "H", "H", "H", "H", "H", "H", "H", "H", "H", "C", "O", "N", "C", "C", "H", "H", "H", "H", "H", "H", "H", "C", "O", "N", "C", "C", "H", "H", "H", "H", "H", "H", "H"], "positions_angstrom": [[-2.241, -2.525, -0.946], [-1.199, -1.873, -0.244], [-1.505, -1.761, 1.228], [-0.207, -1.559, 2.025], [0.869, 0.336, 1.502], [-1.095, -0.886, -0.691], [-0.291, -2.450, -0.430], [-2.136, -0.887, 1.393], [-2.049, -2.655, 1.555], [0.466, -2.403, 1.843], [-0.464, -1.554, 3.086], [2.384, -0.120, 0.687], [-0.159, 1.288, 0.383], [1.338, 1.307, 2.931], [2.455, -1.371, -2.453], [2.096, -0.281, -2.086], [3.732, -1.668, -2.813], [4.130, -2.990, -3.228], [4.713, -0.602, -2.751], [1.778, -2.244, -2.503], [4.895, -3.398, -2.561], [4.531, -2.980, -4.246], [3.265, -3.650, -3.204], [4.780, -0.206, -1.737], [4.429, 0.220, -3.410], [5.683, -0.992, -3.056], [-3.609, 1.687, 2.332], [-2.761, 1.096, 2.962], [-3.397, 2.866, 1.709], [-4.426, 3.534, 0.953], [-2.069, 3.460, 1.808], [-4.639, 1.304, 2.199], [-4.126, 3.653, -0.092], [-4.635, 4.525, 1.366], [-5.342, 2.945, 0.984], [-1.316, 2.783, 1.403], [-1.818, 3.653, 2.852], [-2.061, 4.396, 1.252]], "lowdin_charge": [-0.114, -0.240, -0.321, -0.361, 0.239, 0.086, 0.104, 0.072, 0.097, 0.012, 0.015, -0.147, -0.107, -0.164, -0.360, -0.006, -0.206, -0.080, -0.051, 0.131, 0.084, 0.081, 0.078, 0.093, 0.087, 0.078, -0.357, 0.016, -0.196, -0.079, -0.047, 0.129, 0.087, 0.081, 0.076, 0.014, 0.092, 0.081], "energy_ev": -24670.858, "lumo_energy_ev": 2.8, "orbital_gap_ev": 6.9, "homo_energy_ev": -4.03, "total_charge": -1}

---

[2]
{"formula": "C2H4NOP", "method": "ωB97M-V/def2-TZVPD", "elements": ["C", "C", "N", "O", "P", "H", "H", "H", "H"], "positions_angstrom": [[1.703, -0.175, 0.069], [0.555, -0.968, 0.430], [2.572, 0.486, -0.299], [-0.706, -0.348, -0.383], [-1.234, 1.121, 0.173], [0.589, -1.827, -0.106], [0.315, -1.150, 1.410], [-1.214, 1.944, -0.980], [-2.580, 0.916, -0.316]], "lowdin_charge": [-0.221, -0.117, 0.171, -0.545, 0.760, 0.080, 0.086, -0.122, -0.093], "e_above_lowest_kj_mol": 152.3, "energy_ev": -14963.067, "lumo_energy_ev": 0.5, "orbital_gap_ev": 10.4, "homo_energy_ev": -9.97, "smiles": "N#CCOP"}